[1]
The following is a DFT calculation (ωB97M-V with the def2-TZVPD basis set) of 2 unconnected molecules or ions with the total composition C5H10F3O9S2 at a distorted geometry.

```
! RIJCOSX wB97M-V def2-TZVPD def2/J DEFGRID3
* xyz -1 1
O -1.1030 -1.8279 0.3218
S -0.7741 -1.4642 -1.0717
O -0.9103 -2.8642 -2.0170
O -2.0405 -0.4681 -1.5952
C -1.6045 0.2984 -2.7396
O -0.3537 0.8991 -2.4621
C -0.4348 2.2975 -2.2470
O 0.2659 2.5500 -1.0394
C -0.3236 3.6202 -0.3232
C 0.4832 3.9364 0.9888
O 1.7947 4.4208 0.7226
H -0.2942 -2.7416 -2.7530
H -1.4359 -0.4191 -3.5835
H -2.4021 1.0079 -3.0372
H 0.1051 2.7891 -3.1007
H -1.4694 2.7120 -2.2450
H -1.3842 3.3956 -0.0252
H -0.3461 4.5870 -0.8944
H -0.0730 4.7775 1.4766
H 0.4588 3.0867 1.7072
H 2.4005 3.6946 0.8978
C 0.3773 -4.6080 2.8401
F -0.0930 -4.9661 4.0502
F 0.2974 -5.7087 2.0692
F -0.5079 -3.7346 2.3381
S 2.0972 -3.9157 2.9192
O 2.8872 -5.0023 3.4823
O 1.9694 -2.7536 3.7875
O 2.4137 -3.5988 1.5332
*
```

HOMO-LUMO gap ... 7.47 eV
Highest occupied orbital energy ... -5.297 eV
Electronic energy ... -53597.1672 eV



[2]
The following is a DFT calculation (ωB97M-V with the def2-TZVPD basis set) of a gas-phase ion, C5H10FN2 (charge +1) at a distorted geometry.

```
! RIJCOSX wB97M-V def2-TZVPD def2/J DEFGRID3
* xyz 1 1
C -0.0409 0.6750 -2.0724
C 0.5628 0.2927 -0.7264
N 1.6190 1.5231 -0.3939
C 0.9746 2.2302 0.4662
F 1.5056 3.4344 0.8376
C -0.2422 1.5655 1.1582
N -0.3498 0.2275 0.5110
C -0.0582 -0.9168 1.3379
H -1.0149 1.2525 -1.9552
H -0.2508 -0.2199 -2.6052
H 0.8513 1.2833 -2.5349
H 1.2807 -0.5289 -0.7713
H -0.1285 1.4079 2.2466
H -1.1244 2.3101 1.0531
H -1.3003 -0.0285 0.1576
H 1.0632 -1.2005 1.1348
H -0.1409 -0.7026 2.4825
H -0.6493 -1.8614 1.0297
*
```

HOMO-LUMO gap ... 11.85 eV
Energy above the lowest of the compared OMol25 structures with the same formula, charge and spin ... 263.8 kJ/mol
Highest occupied orbital energy ... -15.369 eV
SMILES ... C[C@H]1N=C(F)C[N@@H+]1C
Electronic energy ... -11035.8648 eV



[3]
The following is a DFT calculation (ωB97M-V with the def2-TZVPD basis set) of a gas-phase ion, C5H10FNO2PS (charge +1) at a distorted geometry.

```
! RIJCOSX wB97M-V def2-TZVPD def2/J DEFGRID3
* xyz 1 1
C 2.7681 -0.1134 0.3006
C 1.2836 0.5847 0.5622
F 0.9375 0.7058 1.9970
C 0.2040 -0.2897 -0.3071
C -0.0672 -1.8717 0.0655
O -1.2349 -1.8597 1.0083
S -0.9884 -2.2509 -1.5660
C -1.9723 -0.6314 -1.3180
N -1.1701 0.2674 -0.6048
P -1.8034 1.9010 -0.1372
O -1.6735 2.1637 1.4489
H 2.7106 -1.2792 0.1959
H 3.4646 0.1703 1.2146
H 3.2615 0.3576 -0.6699
H 1.3869 1.7007 0.1517
H 0.6803 -0.3814 -1.3948
H 0.8315 -2.5698 0.3399
H -1.1374 -1.0937 1.6641
H -3.0887 -0.4255 -1.6777
H -1.1604 2.9752 -0.8540
H -3.2321 1.9402 -0.4192
*
```

HOMO-LUMO gap ... 8.38 eV
Energy above the lowest of the compared OMol25 structures with the same formula, charge and spin ... 285.5 kJ/mol
Highest occupied orbital energy ... -14.259 eV
Electronic energy ... -33762.0889 eV



[4]
The following is a DFT calculation (ωB97M-V with the def2-TZVPD basis set) of a molecular structure, C5H10FeO2 at a distorted geometry.

```
! RIJCOSX wB97M-V def2-TZVPD def2/J DEFGRID3
* xyz 0 5
C 2.8751 0.2426 0.1956
O 1.6705 -0.3976 -0.2041
C 0.8609 -0.8779 0.8495
C -0.5370 -1.0728 0.3204
O -1.0083 0.1857 -0.1721
C -2.3194 0.2152 -0.5602
C -2.9523 1.3526 -0.8327
H 2.9851 0.2574 1.2916
H 3.7093 -0.2238 -0.3495
H 0.8361 -0.1927 1.7131
H 1.2640 -1.8453 1.1872
H -1.1895 -1.4192 1.1340
H -0.5451 -1.8049 -0.5011
H -2.7834 -0.7680 -0.6805
H -2.4524 2.3191 -0.7622
H -3.9977 1.3157 -1.1347
H 2.9367 1.4124 -0.1143
Fe 0.6474 1.3014 -1.3799
*
```

HOMO-LUMO gap (alpha / beta) ... 5.79 / 6.17 eV
Highest occupied orbital energy (alpha / beta) ... -4.996 / -5.667 eV
<S²> ... 6.0153
Electronic energy ... -43823.8502 eV



[5]
The following is a DFT calculation (ωB97M-V with the def2-TZVPD basis set) of a single C5H10IN molecule at a distorted geometry.

```
! RIJCOSX wB97M-V def2-TZVPD def2/J DEFGRID3
* xyz 0 1
C -0.5080 -0.1010 -2.0547
C -0.7414 0.1985 -0.5724
C -0.7466 1.6448 -0.0830
N -0.7672 -0.8312 0.1852
C -0.8734 -0.6985 1.7101
C -0.5499 -2.0141 2.3260
I -2.7891 0.1847 2.3440
H -0.4185 -1.1836 -2.0206
H 0.5049 0.3568 -2.5005
H -1.2957 0.2393 -2.7063
H -0.0388 1.9746 0.6891
H -0.7195 2.3522 -0.9498
H -1.6737 1.6933 0.3884
H -0.2365 0.1482 2.2213
H -1.2939 -2.7097 2.1367
H -0.5220 -1.7512 3.4004
H 0.2743 -2.5709 1.9090
*
```

HOMO-LUMO gap ... 9.62 eV
Energy above the lowest of the compared OMol25 structures with the same formula, charge and spin ... 0.0 kJ/mol
Highest occupied orbital energy ... -9.281 eV
SMILES ... CC(C)=N[C@H](C)I
Electronic energy ... -14936.5907 eV



[6]
The following is a DFT calculation (ωB97M-V with the def2-TZVPD basis set) of 2 unconnected molecules or ions with the total composition C5H10INO2S at a distorted geometry.

```
! RIJCOSX wB97M-V def2-TZVPD def2/J DEFGRID3
* xyz 0 1
C -1.4060 -1.9000 -0.1322
C 1.2349 -0.2163 -0.0081
C -0.3417 0.4801 -1.8605
C -1.2661 -0.4356 0.1699
C -0.1595 0.3855 -0.3490
N -1.2276 -0.7042 2.1419
O -1.9335 -2.5637 0.9014
O -1.1661 -2.3175 -1.2168
S -0.1941 1.9066 0.6415
I -3.2275 0.3602 -0.1363
H 1.1164 -1.3217 -0.3720
H 2.0961 0.1869 -0.5096
H 1.5454 -0.2133 1.1026
H -1.1263 0.9864 -2.2404
H 0.6106 1.0056 -2.2426
H -0.5252 -0.4494 -2.3624
H -0.3170 -0.3571 2.5132
H -1.8449 -1.9460 1.8187
H -1.8718 -0.0956 2.5847
H 0.8998 2.5089 0.1326
*
```

HOMO-LUMO gap ... 9.17 eV
Energy above the lowest of the compared OMol25 structures with the same formula, charge and spin ... 139.1 kJ/mol
Highest occupied orbital energy ... -9.312 eV
Electronic energy ... -29865.7162 eV



[7]
The following is a DFT calculation (ωB97M-V with the def2-TZVPD basis set) of a molecular structure, C5H10LaO3 at a distorted geometry.

```
! RIJCOSX wB97M-V def2-TZVPD def2/J DEFGRID3
* xyz 0 2
O -2.7598 0.9424 -2.0073
C -1.8509 1.5302 -1.1779
C -0.5067 1.2461 -1.8957
O 0.3616 0.3509 -1.2120
C 0.5734 -0.9985 -1.8244
C 1.0302 -1.9790 -0.8259
O 0.0605 -1.8934 0.2914
C -0.1366 -3.0820 1.0134
La 0.1107 0.2064 1.1128
H -2.6057 1.5487 -0.3306
H -1.4106 2.3301 -0.5037
H 0.0387 2.2004 -1.9758
H -0.5630 0.9145 -2.9447
H 1.3196 -0.8735 -2.6231
H -0.3978 -1.2541 -2.2757
H 2.0010 -1.6537 -0.3977
H -0.8721 -2.8845 1.8055
H -0.5133 -3.8693 0.3431
H 0.8057 -3.4249 1.4701
*
```

HOMO-LUMO gap (alpha / beta) ... 5.13 / 4.80 eV
Energy above the lowest of the compared OMol25 structures with the same formula, charge and spin ... 794.6 kJ/mol
Highest occupied orbital energy (alpha / beta) ... -6.015 / -6.230 eV
<S²> ... 0.7618
Electronic energy ... -12337.5292 eV



[8]
The following is a DFT calculation (ωB97M-V with the def2-TZVPD basis set) of a molecular structure, C5H10LuO3 at a distorted geometry.

```
! RIJCOSX wB97M-V def2-TZVPD def2/J DEFGRID3
* xyz 1 1
O 3.0379 0.7213 0.2883
C -0.5959 2.9363 -0.0572
C -1.3702 1.8981 0.2377
O -1.0305 0.6248 -0.1539
C -1.9636 -0.4239 0.1513
C -1.3313 -1.7161 -0.3011
O -0.0143 -1.7669 0.2460
C 0.6125 -3.0442 0.1420
Lu 1.1759 0.0565 0.2393
H 0.2164 2.8608 -0.7830
H -0.7213 3.8622 0.5020
H -2.2001 1.9440 0.9455
H -2.8958 -0.2456 -0.3977
H -2.1634 -0.4465 1.2314
H -1.2710 -1.7726 -1.3983
H -1.9231 -2.5626 0.0742
H 1.6397 -2.9330 0.5027
H 0.0732 -3.7685 0.7662
H 0.6169 -3.3773 -0.9046
*
```

HOMO-LUMO gap (alpha / beta) ... 6.90 / 6.90 eV
Energy above the lowest of the compared OMol25 structures with the same formula, charge and spin ... 107.4 kJ/mol
Highest occupied orbital energy (alpha / beta) ... -11.631 / -11.630 eV
Electronic energy ... -45100.6338 eV



[9]
The following is a DFT calculation (ωB97M-V with the def2-TZVPD basis set) of a gas-phase ion, C5H10N (charge +1) at a distorted geometry.

```
! RIJCOSX wB97M-V def2-TZVPD def2/J DEFGRID3
* xyz 1 1
C -1.6375 1.1333 0.2209
C -0.2926 0.8058 -0.1598
C 1.2875 1.6038 0.2091
C 1.8063 0.2203 -0.2208
N 0.4127 -0.3881 -0.6296
C -0.2617 -1.4769 0.1726
H -2.1051 1.5811 -0.6468
H -1.6745 1.9198 0.8955
H -2.2145 0.2469 0.7871
H 1.5802 2.5794 -0.0542
H 2.4827 0.0688 -0.9609
H 2.2235 -0.4505 0.5617
H 0.2449 -0.6893 -1.5666
H -1.2633 -1.5571 -0.1397
H 0.1919 -2.4434 -0.0977
H 0.0095 -1.3342 1.2713
*
```

HOMO-LUMO gap (alpha / beta) ... 9.25 / 8.77 eV
Energy above the lowest of the compared OMol25 structures with the same formula, charge and spin ... 543.9 kJ/mol
Highest occupied orbital energy (alpha / beta) ... -13.683 / -13.253 eV
SMILES ... CC1=CC[N@H+]1C
Electronic energy ... -6824.5644 eV



[10]
The following is a DFT calculation (ωB97M-V with the def2-TZVPD basis set) of a molecular structure, C5H10N at a distorted geometry.

```
! RIJCOSX wB97M-V def2-TZVPD def2/J DEFGRID3
* xyz 1 1
C 2.7303 -0.0082 -0.1350
C 0.1857 -0.8638 -0.4571
C -1.3725 1.3912 0.1464
C -0.6873 -0.9959 0.7390
C -1.3700 -0.0633 -0.1835
N 1.6142 0.5031 -0.2601
H 2.9963 -1.0624 -0.1460
H 3.5651 0.6799 -0.0223
H 0.4751 -1.7289 -1.0381
H -2.1067 1.5490 0.9356
H -0.4010 1.7046 0.5229
H -1.6516 2.0172 -0.6968
H -0.3265 -0.5741 1.6690
H -1.1169 -1.9829 0.8767
H -0.3322 -0.1249 -1.1799
H -2.2020 -0.4406 -0.7708
*
```

HOMO-LUMO gap ... 10.13 eV
Energy above the lowest of the compared OMol25 structures with the same formula, charge and spin ... 431.5 kJ/mol
Highest occupied orbital energy ... -14.454 eV
Electronic energy ... -6825.7303 eV



[11]
The following is a DFT calculation (ωB97M-V with the def2-TZVPD basis set) of 2 unconnected molecules or ions with the total composition C5H10N at a distorted geometry.

```
! RIJCOSX wB97M-V def2-TZVPD def2/J DEFGRID3
* xyz 1 1
C 1.6068 0.0627 -0.8305
C 0.2518 -0.2809 0.3272
C 1.6766 1.4623 -1.1591
C 0.0129 0.2245 2.9329
C 0.2668 -0.1966 1.5540
N -1.5564 -1.5097 -1.3158
H 2.6342 1.6713 -1.2826
H 1.1080 1.9216 -0.2343
H 0.9080 1.3507 -2.0049
H -1.0445 0.3034 3.0346
H 0.4787 1.2690 3.0237
H 0.3399 -0.5567 3.5908
H -0.5381 -0.7119 -0.4066
H -2.3809 -0.9700 -1.2355
H -1.7065 -2.4568 -0.9065
H -1.5291 -1.7112 -2.2929
*
```

HOMO-LUMO gap ... 8.35 eV
Energy above the lowest of the compared OMol25 structures with the same formula, charge and spin ... 711.2 kJ/mol
Highest occupied orbital energy ... -13.498 eV
Electronic energy ... -6822.8304 eV



[12]
The following is a DFT calculation (ωB97M-V with the def2-TZVPD basis set) of 2 unconnected molecules or ions with the total composition C5H10N at a distorted geometry.

```
! RIJCOSX wB97M-V def2-TZVPD def2/J DEFGRID3
* xyz 1 1
C 1.6962 1.0417 -1.1043
C 1.7111 0.2117 0.0059
C 0.7332 1.2188 -0.0957
C 2.3556 -0.8549 0.7184
C -2.0805 -0.1100 1.0618
N -1.5137 0.1342 -0.2407
H 2.0439 1.3188 -2.0125
H 0.3255 2.0927 0.4221
H 3.3053 -1.1703 0.4292
H 1.7875 -1.7126 0.4915
H 2.3288 -0.7093 1.7250
H -3.1566 -0.4197 0.8788
H -1.6857 -0.9494 1.5147
H -2.1787 0.8236 1.6309
H -2.1848 0.5124 -0.9949
H -1.2372 -0.6412 -0.7294
*
```

HOMO-LUMO gap ... 9.57 eV
Energy above the lowest of the compared OMol25 structures with the same formula, charge and spin ... 343.1 kJ/mol
Highest occupied orbital energy ... -13.623 eV
Electronic energy ... -6826.6463 eV



[13]
The following is a DFT calculation (ωB97M-V with the def2-TZVPD basis set) of a gas-phase ion, C5H10N (charge +1) at a distorted geometry.

```
! RIJCOSX wB97M-V def2-TZVPD def2/J DEFGRID3
* xyz 1 1
C -1.3759 -0.2784 1.9612
N -0.2143 -0.6729 1.4520
C 0.5193 -0.0965 0.2644
C 1.7236 0.3764 0.5192
C -0.4634 0.1002 -0.8488
C 0.1389 -0.0158 -2.2567
H -1.5491 0.5642 2.6433
H -2.2932 -0.8737 1.8727
H 0.3943 -0.7118 2.2818
H 2.2379 1.1752 0.0021
H 2.2567 -0.0273 1.3669
H -1.2510 -0.6471 -0.7394
H -0.9547 1.0748 -0.7208
H 0.5612 0.9534 -2.5301
H -0.6519 -0.1567 -2.9812
H 0.9218 -0.7640 -2.2864
*
```

HOMO-LUMO gap ... 6.98 eV
Energy above the lowest of the compared OMol25 structures with the same formula, charge and spin ... 396.1 kJ/mol
Highest occupied orbital energy ... -14.246 eV
SMILES ... C=[NH+]C(=C)CC
Electronic energy ... -6826.0964 eV